C30H44BrN3NiP2 as an isolated structure at a distorted geometry, computed with ωB97M-V/def2-TZVPD.

Its frontier orbital gap (spin up / spin down) is 6.16 / 3.72 eV. The value obtained for the HOMO energy (spin up / spin down) is -12.7 / -13.6 eV. For the energy above the lowest of the compared OMol25 structures with the same formula, charge and spin, the calculation gives 97.5 kJ/mol.

Structure (ORCA input):
```
! RIJCOSX wB97M-V def2-TZVPD def2/J DEFGRID3
* xyz 2 3
C 0.74394 -4.22093 -1.93142
C 1.01640 -2.91504 -2.41547
C 0.69653 -2.57797 -3.75703
C -0.09579 -3.48675 -4.44243
N -0.47526 -4.65607 -3.94542
C -0.03809 -5.02386 -2.74881
C 1.53517 -1.95658 -1.52752
C 1.66958 -1.20652 -0.52633
C 2.91621 -0.75259 0.05058
C 2.77604 0.11124 1.14306
C 3.82975 0.86516 1.63883
C 5.00334 0.73402 0.91819
C 5.26478 -0.23689 -0.06747
C 4.18685 -0.99188 -0.53147
Ni 0.32594 0.46130 0.99123
P -1.54685 -0.52290 0.21949
H 0.92115 -1.59541 -4.17509
H 1.02565 -4.53359 -0.92198
H -0.47060 -3.24888 -5.43012
H -0.35370 -5.99818 -2.40464
H 4.28807 -1.72457 -1.34451
H 1.81036 0.21300 1.66987
H 6.28374 -0.38265 -0.45329
H 3.75026 1.53786 2.49253
C -3.07178 0.27638 0.94579
C -4.44079 0.05430 0.30779
H -2.85585 1.35588 0.93884
H -3.10989 -0.01841 2.00535
H -5.19223 0.61978 0.87554
H -4.49479 0.41748 -0.72432
H -4.75841 -0.99376 0.32288
C -1.80827 -0.47426 -1.62248
C -2.70015 -1.54802 -2.24333
H -0.79440 -0.55404 -2.04309
H -2.19088 0.52269 -1.88679
H -2.81668 -1.34574 -3.31703
H -2.24832 -2.54478 -2.16040
H -3.70669 -1.57152 -1.80292
C -1.63231 -2.33730 0.61058
C -3.00726 -2.98532 0.74800
H -1.09333 -2.46250 1.55880
H -1.02535 -2.85700 -0.14821
H -2.87712 -4.03642 1.04171
H -3.61184 -2.50455 1.52618
H -3.57572 -2.98108 -0.18961
Br 6.40742 1.98640 1.33194
P 0.38482 2.29350 -0.30225
C -1.15637 2.80591 -1.16381
C -1.46452 4.29227 -1.32357
H -1.98708 2.31967 -0.63016
H -1.10327 2.34518 -2.16086
H -2.46316 4.38706 -1.78039
H -1.46907 4.82883 -0.36624
H -0.73881 4.78673 -1.98352
C 0.84316 3.64425 0.85905
C 1.59004 4.88246 0.37152
H 1.45572 3.15432 1.63340
H -0.10532 3.95214 1.32448
H 1.79788 5.51424 1.24771
H 2.54562 4.64878 -0.11372
H 1.00953 5.48847 -0.33377
C 1.65080 2.20924 -1.63605
C 1.62747 3.30766 -2.70872
H 1.50923 1.22329 -2.10644
H 2.63116 2.17303 -1.13370
H 2.49195 3.15026 -3.37291
H 0.71008 3.28136 -3.31799
H 1.71002 4.31501 -2.27401
N -1.14548 1.05569 3.74619
C -0.50661 -0.14740 3.82858
C -0.60454 -0.88211 5.02879
C 0.03244 -2.10611 5.12790
C 0.74276 -2.58205 4.01370
C 0.80870 -1.81375 2.86184
N 0.20422 -0.59000 2.75965
H -1.18912 1.62724 2.90499
H -1.70639 1.31646 4.54776
H -1.15841 -0.40724 5.84121
H -0.00147 -2.67876 6.05094
H 1.25997 -3.53485 4.01180
H 1.33523 -2.17027 1.97255
*
```